No. 1
# C46H39ClIrN4O4P2S

A structure of composition C46H39ClIrN4O4P2S (wB97M-V/def2-TZVPD, the OMol25 dataset).

Geometry (Å):
1 Ir 0.42313 0.67454 0.25830
2 Cl -0.80607 2.03765 1.77879
3 C -1.56516 0.94554 2.94467
4 C -2.04798 1.52509 4.10217
5 C -2.63823 0.69754 5.04523
6 C -2.72231 -0.67228 4.82441
7 C -2.22133 -1.21971 3.65604
8 C -1.64063 -0.40782 2.67671
9 P -0.91657 -1.10885 1.16974
10 C -2.31021 -1.79475 0.23000
11 C -3.61961 -1.62435 0.66128
12 C -4.68277 -2.14504 -0.07013
13 C -4.42530 -2.85295 -1.22979
14 C -3.11880 -3.04070 -1.67535
15 C -2.07090 -2.50376 -0.95980
16 C -0.09974 -2.60248 1.81611
17 C 1.04617 -2.41548 2.59081
18 C 1.67905 -3.49764 3.17553
19 C 1.18398 -4.78127 2.97943
20 C 0.04455 -4.97608 2.21542
21 C -0.60724 -3.89079 1.64256
22 H -1.96070 2.58933 4.26760
23 H -3.02265 1.12579 5.96040
24 H -3.17110 -1.31364 5.56988
25 H -2.27131 -2.28948 3.49563
26 H -3.81990 -1.06956 1.56683
27 H -5.69676 -2.00415 0.27614
28 H -5.23573 -3.28650 -1.79915
29 H -2.95989 -3.64066 -2.55180
30 H -0.03615 -2.62461 -0.58183
31 H 1.41852 -1.41124 2.75055
32 H 2.55403 -3.34361 3.79366
33 H 1.68147 -5.62840 3.43129
34 H -0.35069 -5.97190 2.07163
35 H -1.51362 -4.06192 1.07699
36 O 3.27489 -0.93982 -2.80631
37 S 1.95328 -0.64260 -2.41102
38 O 1.21862 -2.07291 -2.42048
39 O 1.84229 -0.05692 -1.07163
40 C 1.11968 0.36128 -3.54729
41 C 1.58994 0.23334 -4.85131
42 C 1.03546 1.01509 -5.85226
43 C 0.01133 1.88801 -5.54079
44 C -0.45472 2.00090 -4.23722
45 C 0.09192 1.25650 -3.19531
46 P -0.50748 1.72642 -1.52232
47 C -2.26828 2.01716 -1.75078
48 C -3.11988 0.91489 -1.75540
49 C -4.46901 1.07801 -2.02596
50 C -4.97573 2.34308 -2.28588
51 C -4.13250 3.44313 -2.29051
52 C -2.77947 3.28555 -2.03322
53 C 0.30453 3.33798 -1.31009
54 C -0.22519 4.29636 -0.43929
55 C 0.45840 5.47681 -0.20285
56 C 1.67897 5.71215 -0.82172
57 C 2.21373 4.76636 -1.68202
58 C 1.53207 3.58386 -1.92821
59 H 2.38787 -0.46142 -5.07015
60 H 1.39099 0.92164 -6.86785
61 H -0.44171 2.49014 -6.31662
62 H -1.25640 2.69728 -4.03229
63 H -2.72990 -0.07203 -1.57021
64 H -5.12041 0.21659 -2.04301
65 H -6.02877 2.47088 -2.49669
66 H -4.52463 4.42745 -2.50586
67 H -2.12929 4.14817 -2.06738
68 H -1.18589 4.13875 0.03452
69 H 0.03245 6.21896 0.45829
70 H 2.20783 6.63725 -0.63865
71 H 3.15949 4.95056 -2.17255
72 H 1.96172 2.86318 -2.61118
73 O 1.95751 0.69137 1.80278
74 C 3.18039 0.49762 1.60444
75 C 3.76240 -0.79420 1.12559
76 C 4.58275 -1.33702 2.33761
77 C 4.14493 -0.86596 3.74834
78 C 4.64966 0.51251 4.21831
79 C 4.01589 1.70149 3.49583
80 N 4.07591 1.39904 2.05081
81 H 4.40791 -0.64103 0.25932
82 H 2.96371 -1.47277 0.83532
83 H 5.63588 -1.08068 2.20231
84 H 4.53665 -2.42544 2.29789
85 H 4.52455 -1.60121 4.45883
86 H 3.05554 -0.90023 3.84566
87 H 5.73524 0.55350 4.08585
88 H 4.47039 0.61296 5.29025
89 H 4.54687 2.63005 3.69290
90 H 2.97081 1.84168 3.76462
91 H 5.02194 1.15379 1.78282
92 N -0.69599 -2.58346 -1.35221
93 C -0.12167 -2.47363 -2.54516
94 C -0.62881 -2.85988 -3.76233
95 C -1.29770 -4.11984 -3.83658
96 N -1.80767 -5.14590 -3.93084
97 C -0.64454 -2.03388 -4.91424
98 N -0.65836 -1.34680 -5.83658

⟨S²⟩   0.7545
Energy relative to the best compared isomer or geometry (same formula, charge and spin)   0.0 kcal/mol
2S+1   2
Net charge   +2

These are the Löwdin partial charges, in e, on atoms 1 to 2: Ir 0.7638; Cl 0.7890



No. 2
# C46H39ClIrN4O4P2S

A structure of composition C46H39ClIrN4O4P2S (wB97M-V/def2-TZVPD, the OMol25 dataset).

Geometry (Å):
1 Ir 0.58931 0.23302 0.21612
2 Cl 1.40340 -2.06988 1.41053
3 C 1.77302 -1.54233 3.05188
4 C 2.19771 -2.52998 3.92423
5 C 2.56448 -2.17379 5.21230
6 C 2.52910 -0.84285 5.60600
7 C 2.10396 0.12713 4.71716
8 C 1.68633 -0.20431 3.42407
9 P 1.15006 1.10475 2.28975
10 C -0.21507 2.03877 3.01887
11 C -0.88655 2.90558 2.15061
12 C -1.92075 3.69943 2.61923
13 C -2.30514 3.62236 3.95141
14 C -1.65701 2.74644 4.81147
15 C -0.61299 1.95672 4.35079
16 C 2.58550 2.20935 2.20538
17 C 2.43466 3.58714 2.06464
18 C 3.55303 4.39266 1.90343
19 C 4.82043 3.83013 1.87581
20 C 4.97536 2.45560 2.01680
21 C 3.86312 1.64596 2.17950
22 H 2.25942 -3.55700 3.59238
23 H 2.89928 -2.93749 5.90100
24 H 2.84482 -0.56024 6.60067
25 H 2.11680 1.16754 5.01933
26 H -0.61322 2.95050 1.10070
27 H -2.42925 4.37312 1.94249
28 H -3.11181 4.24266 4.31846
29 H -1.96129 2.67856 5.84745
30 H -0.13156 1.27022 5.03438
31 H 1.45509 4.04452 2.09575
32 H 3.42989 5.46233 1.80179
33 H 5.69073 4.46215 1.75802
34 H 5.96399 2.01572 2.01163
35 H 3.99565 0.57619 2.29257
36 O 0.14985 -0.42653 -2.07228
37 S -0.03114 0.99845 -2.45670
38 O 1.11633 1.63413 -3.03363
39 O -0.53385 1.67413 -1.22541
40 C -1.31801 1.03393 -3.67201
41 C -1.25049 1.99688 -4.66745
42 C -2.26709 2.07924 -5.60955
43 C -3.34755 1.21539 -5.55396
44 C -3.42112 0.25314 -4.55836
45 C -2.39821 0.14372 -3.61663
46 P -2.53033 -1.13970 -2.37373
47 C -4.21009 -1.21385 -1.81216
48 C -4.75948 -0.02096 -1.32399
49 C -6.05619 -0.00811 -0.84309
50 C -6.80454 -1.18058 -0.83800
51 C -6.26090 -2.36474 -1.31964
52 C -4.96408 -2.38973 -1.80427
53 C -1.84381 -2.68995 -2.86201
54 C -1.92478 -3.77582 -1.98236
55 C -1.34587 -4.98143 -2.33224
56 C -0.67534 -5.10425 -3.54352
57 C -0.57493 -4.02106 -4.40721
58 C -1.15007 -2.80925 -4.06890
59 H -0.40408 2.66849 -4.70028
60 H -2.21180 2.82785 -6.38796
61 H -4.14012 1.28708 -6.28628
62 H -4.27007 -0.41685 -4.51898
63 H -4.17278 0.89161 -1.33359
64 H -6.49080 0.91487 -0.48257
65 H -7.82124 -1.16744 -0.46817
66 H -6.85531 -3.26829 -1.33144
67 H -4.54991 -3.30880 -2.19547
68 H -2.43295 -3.66498 -1.03201
69 H -1.41286 -5.82883 -1.66336
70 H -0.22593 -6.04999 -3.81509
71 H -0.04874 -4.12293 -5.34630
72 H -1.07109 -1.96443 -4.74095
73 O -1.38529 -0.95370 0.51130
74 C -2.46770 -1.03571 1.09627
75 C -3.11147 0.11123 1.80984
76 C -3.15540 -0.28071 3.30869
77 C -2.00728 -1.20551 3.76923
78 C -2.23517 -2.71399 3.55372
79 C -2.21564 -3.17432 2.09562
80 N -3.05073 -2.25993 1.28256
81 H -4.11552 0.29293 1.42001
82 H -2.51564 1.00617 1.64249
83 H -4.10922 -0.76210 3.53991
84 H -3.13606 0.64092 3.88995
85 H -1.85864 -1.05044 4.83894
86 H -1.06762 -0.89351 3.29594
87 H -3.19873 -2.98181 3.99967
88 H -1.48180 -3.27908 4.10768
89 H -2.59359 -4.19084 1.99333
90 H -1.21093 -3.14702 1.67584
91 H -3.96990 -2.16460 1.69774
92 N 2.71834 0.50705 -0.59300
93 C 3.29321 1.34751 -1.13527
94 C 3.96510 2.41978 -1.75591
95 C 5.26409 2.23549 -2.25403
96 N 6.33435 2.08630 -2.66053
97 C 3.29816 3.65400 -1.82716
98 N 2.73816 4.66261 -1.85466

⟨S²⟩   8.8001
Energy relative to the best compared isomer or geometry (same formula, charge and spin)   0.0 kcal/mol
2S+1   6
Net charge   +2

These are the Löwdin partial charges, in e, on atoms 1 to 2: Ir 1.0917; Cl 0.7293



Which of these has the lowest 2S+1?
number 1



What is the formula in the first record?
C46H39ClIrN4O4P2S